This record from OMol25 describes a 3-piece molecular cluster, C26H53IN2O11P2S overall. The level of theory is ωB97M-V with the def2-TZVPD basis set.

Element x y z (Å)
C  3.625  -2.445  1.803
C  2.311  -3.361  1.629
O  1.965  -3.391  0.230
C  0.563  -3.091  0.024
C  0.392  -1.521  0.159
C  -1.138  -1.000  0.208
C  -1.967  -1.555  -1.076
C  -1.992  -0.538  -2.301
C  -0.575  -0.330  -3.007
I  -3.242  -1.529  -3.839
N  -1.897  -1.474  1.391
C  -1.201  -1.714  2.420
S  -0.447  -1.617  3.894
O  -1.024  0.412  0.002
C  -1.905  1.284  0.694
C  -1.508  1.548  2.243
P  -3.768  1.029  0.411
P  -4.982  1.907  2.004
O  -4.458  1.705  3.417
O  -6.467  1.044  1.932
O  -5.436  3.524  1.674
C  -1.603  2.738  0.007
N  -2.621  3.747  0.278
O  -1.455  2.654  -1.407
O  -0.346  3.149  0.557
C  0.193  4.322  -0.084
C  1.513  3.898  -0.869
C  2.447  3.150  0.221
C  2.267  5.142  -1.563
C  3.331  5.850  -0.609
C  3.135  4.482  -2.763
H  3.512  -1.536  1.123
H  4.494  -3.055  1.395
H  3.811  -2.143  2.873
H  2.520  -4.409  2.001
H  1.482  -2.937  2.275
H  -0.120  -3.655  0.737
H  0.343  -3.401  -1.046
H  1.022  -1.044  0.984
H  0.807  -1.067  -0.806
H  -3.061  -1.753  -0.809
H  -1.571  -2.535  -1.471
H  -2.534  0.425  -2.083
H  0.123  0.254  -2.313
H  -0.113  -1.334  -3.289
H  -0.640  0.289  -3.957
H  -1.760  2.588  2.591
H  -0.393  1.316  2.322
H  -2.036  0.828  2.943
H  -4.101  -0.375  0.516
H  -6.708  1.060  0.982
H  -5.067  4.008  2.449
H  -2.885  3.818  1.258
H  -3.417  3.717  -0.360
H  -0.606  2.250  -1.656
H  0.546  5.013  0.760
H  -0.544  4.924  -0.687
H  1.349  3.137  -1.692
H  2.012  2.101  0.329
H  2.437  3.671  1.226
H  3.493  3.035  -0.187
H  1.518  5.854  -2.029
H  4.184  5.149  -0.323
H  3.805  6.694  -1.193
H  2.842  6.195  0.358
H  3.393  3.433  -2.391
H  4.104  5.027  -2.956
H  2.507  4.323  -3.698
C  -7.535  -5.788  -5.037
C  -6.927  -6.769  -4.055
O  -5.499  -6.648  -4.022
C  -4.835  -5.759  -3.261
C  -5.595  -4.632  -2.620
O  -3.635  -5.831  -3.162
H  -7.335  -4.754  -4.749
H  -8.616  -5.926  -5.099
H  -7.104  -5.929  -6.030
H  -7.352  -6.677  -3.052
H  -7.138  -7.787  -4.387
H  -5.559  -3.758  -3.272
H  -5.117  -4.390  -1.670
H  -6.630  -4.874  -2.387
C  6.647  1.742  3.962
C  6.693  0.455  4.760
O  6.166  -0.642  4.001
C  6.887  -1.372  3.130
C  8.234  -0.869  2.691
O  6.418  -2.378  2.658
H  7.267  1.683  3.066
H  6.995  2.582  4.567
H  5.627  1.947  3.629
H  7.694  0.228  5.134
H  6.050  0.553  5.637
H  8.120  -0.299  1.768
H  8.878  -1.729  2.505
H  8.743  -0.262  3.437

Results
* highest occupied orbital energy: -9.06 eV
* total energy: -90835.1242 eV
* charge: 0
* structure (SMILES): CCOCC[C@@](C[C@@H](C)I)(N=C=S)O[C@](C)(PP(=O)(O)O)[C@](N)(O)OC[C@H](C)C(C)C.CCOC(C)=O.CCOC(C)=O
* LUMO level: -0.2637 eV

This record from OMol25 describes C3H2FO3Pb as an isolated structure. The level of theory is ωB97M-V with the def2-TZVPD basis set.

Element x y z (Å)
C  0.913  1.294  -1.179
C  -0.453  1.119  -1.793
O  -1.121  0.322  -1.015
C  -0.316  -0.085  0.058
O  0.842  0.549  -0.019
O  -0.726  -0.784  0.921
Pb  -0.612  -1.903  2.742
F  1.936  1.035  -1.918
H  -0.640  1.075  -2.874
H  0.354  2.438  -1.213

Results
* highest occupied orbital energy: -25.30 eV
* total energy: -17212.2024 eV
* charge: +3
* relative energy (zero: lowest compared OMol25 entry of this formula, charge and spin): 88.4 kJ/mol
* LUMO level: -15.5021 eV